1.
Density functional theory data (wB97M-V/def2-TZVPD) for C17H18N4O2SSr as an isolated structure.

Output
- ΔE to the lowest compared entry with this formula, charge and spin (kJ/mol) = 16.9
- gap between HOMO and LUMO (eV) = 6.8
- multiplicity = 1
- HOMO energy (eV) = -6.80
- electronic energy (Ha) = -1457.1342

```
43
Properties=species:S:1:pos:R:3:forces:R:3
Sr -2.8501 0.5000 -0.5212 0.061 0.024 -0.023
S -1.0622 -0.7857 -2.5507 0.044 -0.007 0.034
O -1.9800 0.0703 1.7475 0.063 0.072 -0.045
O -3.0179 -1.6499 0.8002 -0.034 0.140 0.127
N 1.2384 -0.8770 -1.2372 -0.013 0.053 0.022
N -0.1716 -1.8800 2.6505 -0.067 -0.052 -0.084
N 2.4760 1.9300 -2.6265 -0.018 -0.045 0.029
N -0.3852 -2.3277 -0.4960 -0.233 -0.257 0.250
C 2.8199 -0.2940 0.5014 0.042 -0.022 -0.020
C -0.9096 2.8833 -2.9258 0.011 -0.013 -0.001
C 3.7793 -0.6565 1.4346 -0.009 0.007 -0.006
C -3.9298 3.1101 -0.7587 -0.038 -0.034 0.037
C 2.5740 -2.6060 -0.1327 -0.007 0.021 -0.004
C 4.1237 -1.9902 1.6018 -0.013 -0.003 -0.003
C -2.5965 3.1647 -1.1652 -0.009 -0.039 0.061
C -1.6276 -2.0685 2.7247 0.083 0.044 -0.008
C -2.2720 -1.1555 1.6941 -0.057 -0.207 -0.127
C -0.2227 2.8041 -0.6182 -0.016 0.007 -0.007
C 3.5208 -2.9617 0.8149 0.007 0.009 0.009
C 1.4221 2.3196 -2.3586 0.033 -0.036 0.056
C 0.1118 2.7108 -1.9730 -0.002 0.007 -0.008
C 2.2126 -1.2718 -0.2742 0.016 -0.005 0.011
C -1.5212 3.0318 -0.2205 0.010 0.028 -0.010
C -2.2040 3.1065 -2.5448 -0.032 0.007 0.000
C -0.0021 -1.3692 -1.3387 0.083 -0.029 -0.021
H -4.1643 3.3109 0.2826 -0.002 0.027 -0.006
H 1.4595 -0.0833 -1.8280 0.017 -0.005 -0.048
H 4.8693 -2.2709 2.3338 -0.002 0.002 0.000
H 0.5501 2.6834 0.1323 0.002 0.011 -0.006
H -2.0466 -1.8160 3.7053 -0.046 -0.011 0.000
H 0.2935 -2.4051 3.3805 -0.005 0.001 0.001
H 2.1175 -3.3562 -0.7647 0.011 -0.001 -0.005
H 4.2577 0.1081 2.0322 0.003 0.000 0.001
H 0.0340 -0.8978 2.8028 0.019 -0.024 -0.051
H -1.7446 3.1095 0.8388 -0.008 0.002 -0.002
H -0.6639 2.8089 -3.9776 0.001 0.007 -0.001
H 2.5548 0.7447 0.3545 -0.029 0.020 0.001
H -2.9706 3.2249 -3.3016 0.003 0.007 -0.005
H 0.0627 -2.4842 0.4088 0.082 0.220 -0.172
H -1.8784 -3.1015 2.4926 -0.008 -0.007 0.003
H 3.7992 -4.0014 0.9269 0.000 0.002 -0.002
H -1.3430 -2.6394 -0.5723 0.056 0.123 0.033
H -4.7130 3.3283 -1.4748 -0.001 -0.044 -0.011
```
Positions in Å, forces in eV/Å.

***

2.
Density functional theory data (wB97M-V/def2-TZVPD) for C17H18N4O2SSr as an isolated structure.

Output
- ΔE to the lowest compared entry with this formula, charge and spin (kJ/mol) = 84.5
- gap between HOMO and LUMO (eV) = 6.7
- multiplicity = 1
- HOMO energy (eV) = -6.79
- electronic energy (Ha) = -1457.1084

```
43
Properties=species:S:1:pos:R:3:forces:R:3
Sr -1.0709 1.0188 -1.2816 -0.181 0.365 0.149
S -0.0674 0.3230 -4.0242 0.029 -0.034 0.030
O -0.0885 3.3668 -0.9280 0.008 0.068 -0.156
O 0.6919 1.7600 0.3737 0.049 -0.076 -0.001
N -2.1567 3.0207 0.8067 0.074 0.042 -0.124
N -4.8273 1.8121 4.2502 0.021 -0.007 0.018
N 0.9787 -1.9801 -3.2360 0.041 -0.113 0.004
N 1.8233 -0.0984 -2.2132 -0.033 -0.083 -0.083
C -1.3768 -0.3796 1.6940 -0.045 0.037 0.150
C -4.2301 1.1842 3.4906 -0.104 0.055 0.033
C 0.9803 -0.6560 -3.1024 -0.015 0.220 -0.014
C 4.6933 -2.2563 -1.2881 0.007 -0.002 -0.015
C 2.6814 -0.7867 -0.0406 0.008 0.013 -0.002
C 3.6052 -1.4920 0.7172 -0.014 0.010 -0.020
C 0.0858 2.8554 0.2049 0.054 -0.031 0.001
C -1.9842 -0.9310 0.5339 0.299 -0.427 -0.143
C 3.7846 -1.5441 -2.0560 -0.033 0.007 0.071
C 2.7758 -0.8256 -1.4238 0.010 -0.009 -0.030
C -3.3902 -0.7465 0.4247 -0.004 0.110 -0.161
C -1.2039 -1.5082 -0.5124 -0.199 -0.115 0.211
C -2.1070 0.2679 2.6607 -0.054 -0.012 -0.032
C 4.6013 -2.2315 0.0965 0.026 -0.013 0.025
C -3.4908 0.4456 2.5201 0.081 -0.040 -0.131
C -4.1170 -0.0703 1.3784 0.039 -0.020 0.156
C -0.8110 3.3644 1.3208 0.126 -0.032 0.013
H 1.8726 0.9118 -2.2193 -0.021 -0.008 0.043
H -2.4686 3.7688 0.1966 -0.044 -0.013 0.091
H 5.3150 -2.7841 0.6931 -0.001 0.000 0.000
H 3.5422 -1.4642 1.7967 -0.001 0.002 0.006
H 3.8529 -1.5349 -3.1363 0.015 -0.006 -0.014
H 1.5128 -2.5724 -2.6192 0.002 0.028 -0.003
H -0.3088 -0.4944 1.8311 0.014 -0.003 -0.025
H -1.7340 -2.1681 -1.1950 0.018 0.038 -0.074
H -1.6096 0.6499 3.5439 -0.012 0.015 0.009
H 1.9077 -0.1873 0.4204 -0.014 0.010 0.017
H -5.1874 0.0446 1.2619 -0.003 0.016 0.002
H -0.6647 4.4295 1.5125 -0.071 -0.008 -0.022
H 0.2612 -2.3876 -3.8090 -0.019 0.023 0.023
H 5.4812 -2.8196 -1.7701 -0.004 0.000 -0.009
H -0.6258 2.7938 2.2269 0.011 0.033 0.022
H -3.9047 -1.1816 -0.4263 -0.005 0.017 0.000
H -2.8154 2.9324 1.5714 -0.058 -0.036 -0.075
H -0.2063 -1.8491 -0.2453 0.003 -0.022 0.060
```
Positions in Å, forces in eV/Å.

***

3.
Density functional theory data (wB97M-V/def2-TZVPD) for the molecule C17H18N4O3S in a non-equilibrium geometry.

Output
- ΔE to the lowest compared entry with this formula, charge and spin (kJ/mol) = 71.2
- SMILES = CCC[C@H](C)c1nnc(NC(=O)CN2C(=O)c3ccccc3C2=O)s1
- gap between HOMO and LUMO (eV) = 8.7
- multiplicity = 1
- HOMO energy (eV) = -9.10
- electronic energy (Ha) = -1501.5903

```
43
Properties=species:S:1:pos:R:3:forces:R:3
S -2.4395 -0.8099 -0.4160 0.693 0.026 0.453
O 1.1298 0.8516 -1.5962 0.064 0.069 -0.016
O 5.0857 -1.1531 -0.5602 0.083 0.063 -0.038
O 1.6182 -2.4040 -2.5939 0.132 -0.025 -0.068
N -0.2678 -0.9589 0.9289 1.041 -0.740 -0.847
N -0.0889 -1.8401 -1.2736 -0.408 -0.482 -0.594
N -1.1488 -0.3879 1.7398 -0.741 0.693 1.134
N 2.9515 -0.3810 -0.9324 -0.198 -0.299 0.116
C -3.7806 -2.7349 2.4045 -0.095 0.059 0.173
C -0.7431 -1.2435 -0.2348 -1.008 0.416 0.356
C -3.4558 0.4209 1.9408 -0.397 0.210 -0.122
C 3.3850 2.8740 -2.4941 -0.058 -0.147 0.070
C 4.6008 3.4912 -2.7745 -0.117 0.026 -0.012
C -4.7400 -0.4178 1.8870 0.100 -0.006 0.417
C 4.6355 1.0107 -1.5892 -0.215 0.596 -0.288
C 1.2569 -1.9719 -1.5272 0.171 0.001 0.070
C -4.7428 -1.6289 2.8203 -0.018 -0.047 -0.256
C 4.3396 -0.3035 -0.9693 0.063 -0.198 0.108
C -2.3193 -0.2329 1.2455 -0.107 -0.176 -0.516
C 2.2250 -1.5313 -0.4405 0.073 0.038 0.147
C 3.4206 1.6305 -1.8994 0.690 0.114 -0.070
C -3.6863 1.7943 1.2984 0.056 -0.065 0.203
C 5.8399 1.6215 -1.8668 -0.111 -0.117 0.056
C 5.8045 2.8770 -2.4672 0.080 -0.079 0.039
C 2.3245 0.7218 -1.4891 -0.109 0.031 0.053
H -4.5004 -1.3017 3.8337 -0.086 0.030 0.059
H -2.7481 -2.4087 2.4939 0.115 -0.081 -0.030
H -3.9658 -3.0361 1.3751 0.031 -0.068 -0.107
H -3.9134 -3.6049 3.0434 0.033 -0.114 0.024
H -5.5716 0.2320 2.1684 -0.021 0.037 -0.100
H 6.7314 3.3802 -2.6984 0.068 0.044 -0.019
H 4.6055 4.4650 -3.2408 0.008 0.075 -0.034
H -0.6667 -2.0682 -2.0758 0.267 -0.019 0.120
H -4.9110 -0.7465 0.8587 -0.121 0.035 -0.071
H 2.9630 -2.3205 -0.2691 -0.173 0.061 -0.070
H -2.7673 2.3758 1.3059 0.052 0.076 -0.049
H 2.4446 3.3460 -2.7319 -0.096 0.044 -0.025
H 6.7730 1.1367 -1.6261 0.095 -0.051 0.025
H -5.7566 -2.0363 2.8393 -0.010 0.029 0.098
H -4.4477 2.3415 1.8482 -0.101 0.070 0.018
H -3.1519 0.5603 2.9833 0.042 -0.065 -0.086
H 1.6948 -1.2860 0.4834 0.281 -0.112 -0.211
H -4.0161 1.6774 0.2678 -0.046 0.048 -0.109
```
Positions in Å, forces in eV/Å.